The following is a DFT calculation (the ωB97M-V functional and the def2-TZVPD basis) of a 16-piece molecular cluster, C61H77BF16N12O13S4 overall at a distorted geometry.

E (eV): -196495.353
Charge: -3
Gap between HOMO and LUMO (eV): 2.2
Multiplicity: 2
LUMO level (eV): 1.07

```
184
C61H77BF16N12O13S4, DFT the ωB97M-V functional and the def2-TZVPD basis
C -1.6982 4.2907 3.8323
N -1.3413 3.3887 2.7564
C -0.0932 3.4101 2.2359
C 0.2629 2.5024 1.2174
C -0.6396 1.4521 0.8546
C -1.9177 1.4290 1.4537
C -2.2424 2.4341 2.4114
C -0.2732 0.5657 -0.2831
C -1.1642 0.2886 -1.3181
C -0.7493 -0.5239 -2.4147
N 0.5981 -0.8822 -2.4950
C 1.4614 -0.6050 -1.5101
C 1.0240 0.1143 -0.4261
C 1.1048 -1.6547 -3.6571
H -1.5742 5.2735 3.3775
H -1.0391 4.1473 4.6885
H -2.7515 4.1657 4.0835
H 0.4210 4.3281 2.4796
H 1.1901 2.6785 0.6923
H -2.6343 0.7051 1.0946
H -3.2038 2.4141 2.9031
H -2.1708 0.6790 -1.2923
H -1.4298 -0.7533 -3.2213
H 2.4353 -1.0510 -1.6478
H 1.7108 0.2480 0.3965
H 2.1499 -1.3822 -3.8047
H 0.5836 -1.3328 -4.5586
H 0.7778 -2.6835 -3.5067
C 6.9429 -4.0603 -7.0122
F 7.4168 -5.3591 -7.0051
F 7.9002 -3.2073 -7.6036
F 5.7685 -4.0461 -7.5896
S 6.6921 -3.4287 -5.0914
O 5.6257 -4.1431 -4.3909
O 8.0221 -3.3783 -4.4375
O 6.5856 -1.9851 -5.1720
C 6.1313 4.7897 -2.8183
F 7.3210 4.9209 -3.4690
F 5.9929 5.6760 -1.8741
F 5.1244 4.8465 -3.6965
S 6.1322 3.0530 -1.8917
O 6.7500 2.0169 -2.7963
O 6.9550 3.2100 -0.6387
O 4.7177 2.8387 -1.6143
C 7.4389 -3.1443 1.9391
F 8.6698 -3.7226 1.9195
F 6.7013 -4.0654 1.2251
F 6.9488 -3.1640 3.1759
S 7.3657 -1.5019 0.9425
O 8.0725 -0.4797 1.7138
O 7.9797 -1.6773 -0.3553
O 5.9212 -1.2580 0.7566
C 5.4330 4.5194 5.9217
F 6.1921 5.5737 5.8001
F 5.9142 3.8273 6.9310
F 4.1772 4.8073 6.2237
S 5.4444 3.4624 4.2543
O 4.9679 2.1416 4.6173
O 4.6357 4.1427 3.2539
O 6.8715 3.3806 3.8658
B -3.8212 3.1192 -4.7248
F -3.5755 2.0481 -5.5196
F -4.5539 3.9596 -5.4814
F -4.4485 2.7783 -3.6021
F -2.6249 3.7236 -4.4655
C -1.9919 -6.3292 -0.1769
C -0.9200 -6.0115 0.9221
C -1.3989 -6.8159 2.1244
C -0.4025 -6.8998 3.2616
C 0.9108 -7.5173 2.7661
C 1.5030 -6.6575 1.5348
N 0.4431 -6.4910 0.5026
O 0.9554 -5.9035 -0.7325
C 2.0105 -5.3003 2.0966
C 2.7342 -7.3514 1.0261
C -1.1391 -4.5488 1.3070
H -1.8446 -5.7531 -1.0904
H -3.0230 -6.2109 0.1562
H -1.8413 -7.3590 -0.5009
H -2.2692 -6.3394 2.5755
H -1.7475 -7.8323 1.9415
H -0.8618 -7.5151 4.0352
H -0.2280 -5.9290 3.7256
H 0.7364 -8.4957 2.3186
H 1.7001 -7.6876 3.4982
H 1.2832 -4.6693 2.6074
H 2.9161 -5.3751 2.6986
H 2.4183 -4.6629 1.3121
H 3.2989 -6.8108 0.2666
H 3.4474 -7.4206 1.8476
H 2.5576 -8.4016 0.7936
H -0.8135 -4.1573 2.2707
H -2.1608 -4.1700 1.2792
H -0.4953 -4.0039 0.6165
N -5.3844 9.0984 6.1469
C -6.0462 8.1289 6.8727
C -5.1325 7.6849 7.8578
C -3.8491 8.3994 7.6276
C -4.0625 9.1184 6.4829
H -5.8420 9.4913 5.3367
H -7.0870 7.8787 6.7290
H -5.3261 6.9660 8.6401
H -2.8851 8.3389 8.1109
H -3.3942 9.7141 5.8787
N 0.9572 1.0929 6.1895
C 0.0837 0.0705 5.8252
C -0.9896 0.0343 6.6706
C -0.7329 1.0532 7.5967
C 0.4393 1.7007 7.3141
H 1.8874 1.1095 5.7964
H 0.2363 -0.5891 4.9838
H -1.8454 -0.6245 6.6703
H -1.4258 1.3611 8.3658
H 0.8750 2.5736 7.7774
N -4.2921 5.1850 -0.4639
C -3.3072 6.0673 -0.2417
C -3.6691 6.9295 0.7914
C -4.8451 6.4716 1.2550
C -5.2348 5.3799 0.5387
H -4.2967 4.6052 -1.2909
H -2.5028 6.0952 -0.9617
H -3.0779 7.7489 1.1729
H -5.4131 6.8594 2.0877
H -6.1466 4.8016 0.5128
N -2.0423 -5.4076 -6.8522
C -1.5685 -4.9555 -8.0303
C -1.7484 -3.6174 -8.1495
C -2.4508 -3.1946 -6.9822
C -2.7180 -4.3762 -6.2549
H -2.1174 -6.3887 -6.6243
H -1.1241 -5.5944 -8.7791
H -1.3590 -3.0847 -9.0045
H -2.7460 -2.1859 -6.7336
H -3.2617 -4.5516 -5.3384
N -6.7378 0.7196 5.1993
C -6.3124 1.0908 6.4549
C -6.6909 2.4981 6.6118
C -7.4749 2.7564 5.4994
C -7.6280 1.6424 4.7056
H -6.6160 -0.1737 4.7440
H -5.6058 0.5295 7.0483
H -6.5690 3.2389 7.3881
H -8.0922 3.6280 5.3393
H -8.1732 1.4280 3.7984
N 0.3232 1.7331 -6.3641
C 0.1657 1.1036 -7.5500
C 1.4489 0.6650 -7.9854
C 2.3951 1.1582 -7.0919
C 1.7075 1.7293 -6.0838
H -0.4168 2.0171 -5.7381
H -0.8263 0.8366 -7.8831
H 1.6385 0.0392 -8.8450
H 3.4532 1.0020 -7.2411
H 2.1309 2.1351 -5.1769
N 2.8460 7.4345 1.0485
C 2.5165 8.4639 1.9208
C 1.4785 9.1563 1.4290
C 1.1514 8.5484 0.2162
C 1.9831 7.4635 0.0323
H 3.4971 6.6852 1.2347
H 3.2014 8.5291 2.7533
H 0.9391 9.9864 1.8607
H 0.3395 8.9150 -0.3945
H 2.1291 6.7518 -0.7669
N -7.4529 -0.0260 -1.3939
C -7.3573 -0.5632 -2.5944
C -6.4650 -1.6433 -2.6686
C -6.0458 -1.7312 -1.3594
C -6.6129 -0.7240 -0.5579
H -8.0514 0.7264 -1.0844
H -7.9589 -0.1196 -3.3740
H -6.1762 -2.3259 -3.4540
H -5.5277 -2.6369 -1.0807
H -6.6208 -0.4980 0.4981
N 3.6843 -8.2988 -5.0906
C 3.7843 -9.5832 -4.6366
C 3.8651 -10.4972 -5.6907
C 3.7522 -9.6893 -6.8568
C 3.5325 -8.4008 -6.4628
H 3.5675 -7.5559 -4.4164
H 3.8359 -9.6467 -3.5597
H 4.0625 -11.5539 -5.5870
H 3.7673 -10.0421 -7.8774
H 3.2982 -7.5299 -7.0569
```